[1]
2 unconnected molecules or ions with the total composition C5H9FNO at a distorted geometry, computed with ωB97M-V/def2-TZVPD.

XYZ file:
```
17
Properties=species:S:1:pos:R:3:forces:R:3
C 2.0858 0.8191 -1.1807 0.2319 -0.0467 -0.1122
C -1.1254 -1.3360 0.5507 0.0108 -0.0314 -0.0387
C -1.3758 -0.4242 -0.6668 -0.2888 -0.4837 -0.0870
C -0.4720 -0.4154 1.5939 -0.1451 -0.8891 0.7938
C -0.6828 0.8224 -0.3239 0.0699 0.2800 -0.0541
N -0.2415 0.8171 0.8742 0.0369 0.6105 -0.1317
O 3.2279 0.7379 -1.7687 0.0235 0.3281 0.7961
F 2.3212 1.3622 0.0351 0.3112 -0.2822 -0.8354
H -2.0482 -1.7700 0.9251 0.0303 0.0070 0.0027
H -0.4594 -2.1530 0.2836 0.0061 0.0240 0.0251
H -1.0142 -0.8426 -1.6057 0.0649 0.1151 -0.0372
H -2.4370 -0.2072 -0.8237 0.0202 0.0819 -0.0165
H -1.1203 -0.2160 2.4520 0.0857 0.0338 -0.1051
H 0.4749 -0.8024 1.9776 -0.0647 0.1001 -0.0671
H -0.5898 1.6764 -0.9764 0.0882 0.1433 0.0861
H 0.2700 1.5792 1.3107 -0.1022 0.0185 -0.2736
H 3.1866 0.3525 -2.6570 -0.3788 -0.0092 0.0547
```
Positions in Å, forces in eV/Å.

Molecular weight: 118.1 g/mol
Charge: +1
F_max: 1.2 eV/Å
E: -425.47074 Eh

Results of the natural (NBO) charge analysis, in e, for atoms 1 through 2: number 1, C, carries 0.50; number 2, C, carries -0.42

***

[2]
C5H9FO in the gas phase at a distorted geometry, computed with ωB97M-V/def2-TZVPD.

XYZ file:
```
16
Properties=species:S:1:pos:R:3:forces:R:3
C -2.0408 -0.9506 -0.0534 1.4144 -2.4648 -2.8743
C -0.9877 0.1555 0.1154 2.3014 -0.8732 -1.9354
F -1.5617 1.3859 0.1417 -0.1097 0.3232 1.0541
C 0.4060 0.1307 -0.0695 -2.5768 -0.0730 0.6205
C 1.1753 -0.9829 -0.6993 -0.0559 -0.9649 1.0983
C 1.2969 1.3270 0.2413 -6.3094 2.5542 0.8032
O 1.1928 1.7915 1.6415 -1.1029 -0.7106 -1.1931
H -1.6084 -1.8556 -0.6997 -0.0985 1.8398 1.4327
H -2.9008 -0.8146 -0.7451 0.4085 1.1371 0.7736
H -2.3951 -1.5068 0.7977 -0.0254 0.4865 0.8255
H 0.5562 -1.9480 -0.6058 0.9174 1.3645 -1.4240
H 1.6100 -0.5416 -1.7188 -0.9116 -1.7144 2.0807
H 1.9514 -1.2092 0.0753 0.2295 0.2102 -1.1933
H 0.7840 2.1299 -0.4254 1.7802 -0.6753 0.7918
H 2.2839 1.1923 0.2128 3.7530 -0.7679 -1.3918
H 0.2381 1.6966 1.7911 0.3857 0.3286 0.5314
```
Positions in Å, forces in eV/Å.

Molecular weight: 104.1 g/mol
SMILES string: C/C(F)=C(\C)CO
F_max: 6.9 eV/Å
E: -370.91763 Eh

Results of the natural (NBO) charge analysis, in e, for atoms 1 through 2: number 1, C, carries -0.70; number 2, C, carries 0.37

***

[3]
2 unconnected molecules or ions with the total composition C5H9FO, computed with ωB97M-V/def2-TZVPD.

XYZ file:
```
16
Properties=species:S:1:pos:R:3:forces:R:3
C 0.0821 -1.4004 2.0047 0.2306 0.0328 0.0954
C -1.3492 -1.4794 1.6163 -0.4944 -0.2745 0.1500
O -1.9564 -0.8619 0.8174 0.0883 0.1626 -0.1336
F -1.9994 -2.4486 2.3317 0.1447 0.0670 -0.0641
H 0.2570 -1.9205 2.9420 0.0281 0.0240 -0.0254
H 0.3801 -0.3574 2.0766 -0.0123 0.0129 -0.0503
H 0.6790 -1.8613 1.2178 -0.0009 -0.0115 -0.0111
C 1.0650 1.5260 -0.2770 0.1206 0.0715 0.1628
C 0.0753 1.4129 -1.1420 -0.1606 -0.0153 -0.1252
C 0.1614 0.7275 -2.4628 0.0800 0.0510 0.0470
H 0.9455 2.0410 0.6614 -0.0917 0.1158 0.1742
H 2.0441 1.1195 -0.4735 0.1965 -0.1150 -0.1215
H -0.8946 1.8342 -0.9084 -0.0625 0.0632 0.1349
H -0.1034 1.4215 -3.2602 -0.0135 -0.0200 -0.1090
H 1.1624 0.3424 -2.6494 0.0310 -0.0318 -0.0303
H -0.5489 -0.0953 -2.4946 -0.0840 -0.1325 -0.0938
```
Positions in Å, forces in eV/Å.

Molecular weight: 104.1 g/mol
SMILES string: CC(=O)F.C=CC
F_max: 0.6 eV/Å
E: -371.00350 Eh

Results of the natural (NBO) charge analysis, in e, for atoms 1 through 2: number 1, C, carries -0.75; number 2, C, carries 0.88

***

[4]
C5H9FOS in the gas phase at a distorted geometry, computed with ωB97M-V/def2-TZVPD.

XYZ file:
```
17
Properties=species:S:1:pos:R:3:forces:R:3
C -1.4560 -1.1625 0.4207 -3.2325 -0.3182 0.4430
C -0.9904 0.1634 -0.0190 -1.6759 1.0762 0.2435
C -2.1675 1.1387 -0.3458 -1.0124 -2.2245 2.2092
C 0.2535 0.5832 -0.0330 2.6980 0.2925 -1.4250
C 1.5154 -0.2516 0.2183 -0.1664 1.2856 1.0680
O 2.7125 0.5679 0.0406 0.6662 0.6010 -0.0374
S 4.2736 0.0973 0.3488 -2.3961 0.2607 0.1255
F 4.6019 -0.5643 -1.0649 0.3538 -0.3802 -0.5342
H -0.7243 -1.8906 0.7052 0.5137 -0.1786 0.4029
H -2.2609 -0.9754 1.2817 1.7072 -0.7634 -1.6381
H -2.0494 -1.6276 -0.4519 0.7326 0.6322 1.2857
H -1.8401 1.8053 -1.0574 0.4152 1.5183 -1.8940
H -3.1258 0.5573 -0.6738 1.7872 1.1714 0.5301
H -2.3977 1.7661 0.5771 0.0756 -1.0038 -1.0205
H 0.5998 1.4238 -0.6556 -0.7896 0.3967 0.7600
H 1.5781 -0.6340 1.2112 -0.1828 -0.6180 0.7214
H 1.4772 -0.9970 -0.5022 0.5062 -1.7478 -1.2400
```
Positions in Å, forces in eV/Å.

Molecular weight: 136.2 g/mol
SMILES string: CC(C)=CCOSF
F_max: 3.3 eV/Å
E: -769.10629 Eh

Results of the natural (NBO) charge analysis, in e, for atoms 1 through 2: number 1, C, carries -0.65; number 2, C, carries 0.01

***

[5]
C5H9FS in the gas phase at a distorted geometry, computed with ωB97M-V/def2-TZVPD.

XYZ file:
```
16
Properties=species:S:1:pos:R:3:forces:R:3
C 0.7072 1.6321 -0.6158 -2.1554 0.5015 -1.4477
C 0.9932 0.3944 0.1913 3.1439 1.5437 -2.3080
S 1.3330 -0.9722 -1.1052 -0.0436 0.1556 2.3903
C 0.4543 -1.7812 0.3561 -2.1822 -0.5346 -1.1809
C -0.0993 -0.3491 0.8236 -1.7804 -0.2061 -0.2760
C -1.5710 -0.0938 -0.0701 0.2826 -1.4917 4.0868
F -1.8761 -0.5759 -1.3222 1.1404 0.1880 0.1057
H 1.5093 1.6910 -1.5302 -2.0655 0.4082 2.4573
H -0.4446 1.3348 -1.0842 3.7689 1.8966 0.6786
H 0.6780 2.5458 0.1447 -0.0348 -1.4407 -2.1405
H 1.8975 0.7216 0.7912 -0.8170 -1.3778 -0.1699
H -0.3931 -2.4110 -0.0945 1.0861 0.7635 0.9243
H 1.0825 -2.4684 0.9395 -0.0889 0.8335 0.2067
H -0.3186 0.0895 1.9452 0.1671 -1.7935 -2.5635
H -2.1737 -0.7429 0.6385 -0.0585 1.2184 -0.8152
H -1.7787 0.9854 -0.0079 -0.3627 -0.6644 0.0518
```
Positions in Å, forces in eV/Å.

Molecular weight: 120.2 g/mol
SMILES string: C[C@@H]1SC[C@@H]1CF
F_max: 4.4 eV/Å
E: -693.82658 Eh

Results of the natural (NBO) charge analysis, in e, for atoms 1 through 2: number 1, C, carries -0.63; number 2, C, carries -0.30

***

[6]
A molecular structure, C5H9FeO3 at a distorted geometry, computed with ωB97M-V/def2-TZVPD.

XYZ file:
```
18
Properties=species:S:1:pos:R:3:forces:R:3
O -0.9958 1.9966 0.9381 -2.0893 -0.7626 -2.0584
C -1.8870 1.4850 0.1404 1.1768 2.6733 2.3779
C -1.8090 0.1409 -0.2056 -0.6966 -1.9897 2.3389
O -1.1640 -0.5284 0.8790 -0.0093 1.0372 -2.3834
C -1.3455 -1.8884 1.0266 -0.2665 -1.9931 -0.9275
C -0.3151 -2.7042 1.2105 -0.2597 0.1310 -0.5383
Fe 0.4073 0.6897 1.3092 0.4786 0.5705 1.3043
H -2.8308 2.0164 -0.0373 0.5448 0.4243 -0.5247
H 0.4864 -0.1276 -1.0468 4.3540 1.1737 2.7832
H -2.3187 -2.2033 0.6450 -0.1277 -0.0323 1.0944
H 0.6931 -2.4007 0.9238 0.0537 0.0642 0.9432
H -0.5063 -3.7547 1.4243 0.0839 0.2089 -0.2483
O 1.3271 0.1629 -0.2564 -4.8820 -1.4363 -2.5555
C 2.6787 0.3631 -0.6484 1.6998 0.1073 -1.4289
H 2.6869 0.6343 -1.7117 0.2188 -0.1440 0.3427
H 3.1232 1.1946 -0.0857 -0.4066 -0.1788 0.0031
H 3.2619 -0.5508 -0.4692 -0.3183 0.2503 -0.1298
H -2.6758 -0.3815 -0.6114 0.4458 -0.1037 -0.3932
```
Positions in Å, forces in eV/Å.

Molecular weight: 173.0 g/mol
⟨S²⟩: 8.770
Charge: +2
2S+1: 6
F_max: 5.7 eV/Å
E: -1684.48756 Eh

Results of the natural (NBO) charge analysis, in e, for atoms 1 through 2: number 1, O, carries -0.63; number 2, C, carries 0.31

***

[7]
A gas-phase ion, C5H9I2N3 (charge +2) at a distorted geometry, computed with ωB97M-V/def2-TZVPD.

XYZ file:
```
19
Properties=species:S:1:pos:R:3:forces:R:3
C -1.7010 1.4171 1.7887 -3.1038 -1.4718 -1.9429
N -1.0590 0.7151 0.7148 1.4758 -2.5115 -0.0553
C -1.2499 0.5008 -0.5212 -2.5331 2.1955 1.6979
I -2.9075 1.3241 -1.7351 1.2630 -0.6111 1.0209
N -0.3692 -0.2378 -1.2380 3.1570 -1.8764 -0.2436
C 0.9130 -0.5549 -0.9328 0.5156 0.3940 1.2947
C 2.0163 -0.7093 -1.9862 -3.3652 1.9030 -0.1420
N 1.2777 -0.6290 0.3642 2.3731 0.0366 -0.5130
C 0.4566 -0.7705 1.4714 -3.1217 -0.6865 -3.5024
I -0.7369 -2.4447 1.7375 0.5618 0.7303 0.0441
H -2.4433 0.8581 2.3604 0.7336 -1.1618 0.2035
H -1.0217 1.8519 2.3852 2.3765 1.6276 2.0568
H -2.4218 2.0826 1.4092 -0.3766 1.7588 -0.9213
H -0.5293 -0.4840 -2.1794 -0.9905 0.3350 -1.3840
H 1.9433 -1.7582 -2.2599 0.6693 -0.0685 -0.5433
H 2.8763 -0.3880 -1.4497 1.2256 -0.2087 -0.1419
H 1.7423 0.0688 -2.8087 0.8095 -1.7585 1.0616
H 2.3406 -0.5814 0.6454 -2.4659 -0.0801 -1.1270
H 0.8734 -0.2606 2.2341 0.7959 1.4540 3.1374
```
Positions in Å, forces in eV/Å.

Molecular weight: 365.0 g/mol
SMILES string: C/N=C(I)/[NH+]=C(C)\[NH+]=C/I
Charge: +2
F_max: 4.7 eV/Å
E: -954.82475 Eh

Results of the natural (NBO) charge analysis, in e, for atoms 1 through 2: number 1, C, carries -0.45; number 2, N, carries -0.37